(1)
Formula: C6H11NO
Source: the Open Molecules 2025 dataset
Level of theory: the ωB97M-V functional and the def2-TZVPD basis

Summary:
Relative energy (zero: lowest compared OMol25 entry of this formula, charge and spin)   2.367 eV
Frontier orbital gap   9.0 eV
SMILES   COC1=C(C)CNC1
Multiplicity   1
LUMO energy   0.919 eV

Geometry (Å):
C  2.661  -0.153  0.119
C  0.343  -0.017  -0.158
C  -0.802  0.669  -0.075
C  -1.040  2.170  -0.008
C  -1.926  -0.400  -0.093
C  0.054  -1.463  -0.256
H  2.778  -0.265  1.215
H  3.470  0.442  -0.311
H  2.688  -1.186  -0.285
H  -1.509  2.536  -0.905
H  -1.545  2.494  0.867
H  0.057  2.529  0.047
H  -2.586  -0.345  -0.929
H  -2.487  -0.164  0.836
H  -1.410  -1.881  1.002
H  0.753  -1.965  0.450
H  0.285  -1.921  -1.294
N  -1.311  -1.698  0.031
O  1.527  0.616  -0.253


(2)
Formula: C14H26B2N2NaO4
Source: the Open Molecules 2025 dataset
Level of theory: the ωB97M-V functional and the def2-TZVPD basis

Summary:
Frontier orbital gap   7.1 eV
Multiplicity   1
LUMO energy   -4.337 eV
Charge   +1

Geometry (Å):
C  1.586  0.180  4.674
O  0.550  1.179  4.372
C  -0.635  1.038  5.231
C  -1.888  0.220  4.549
C  -1.442  -0.273  3.017
C  -2.626  -1.090  2.230
C  -2.109  -1.794  0.806
C  -0.972  -0.817  0.139
C  -0.630  -1.125  -1.434
C  0.198  0.165  -2.103
C  1.061  0.999  -0.939
N  1.736  1.348  0.135
B  -0.893  1.294  -2.695
C  -2.528  1.128  -2.645
O  -0.381  2.581  -3.287
C  1.156  -0.483  -3.268
C  0.167  -0.944  -4.500
N  -0.585  -1.498  -5.394
C  2.280  0.535  -3.890
B  3.796  0.344  -3.217
O  4.658  -0.840  -3.408
O  4.294  1.435  -2.317
H  1.176  -0.917  4.762
H  2.205  0.536  5.618
H  2.358  0.196  3.764
H  -0.349  0.517  6.242
H  -1.034  2.144  5.437
H  -2.266  -0.674  5.218
H  -2.792  0.977  4.374
H  -0.510  -1.007  3.082
H  -1.161  0.738  2.449
H  -3.109  -1.973  2.864
H  -3.542  -0.396  1.922
H  -1.587  -2.831  1.071
H  -3.025  -1.970  0.084
H  0.026  -0.971  0.744
H  -1.363  0.301  0.275
H  -1.541  -1.470  -2.084
H  0.141  -2.036  -1.450
H  -2.973  1.800  -3.525
H  -3.029  1.565  -1.655
H  -2.925  0.043  -2.834
H  -0.212  3.152  -2.464
H  1.745  -1.403  -2.790
H  2.393  0.242  -5.041
H  1.992  1.669  -3.875
H  5.537  -0.728  -2.917
H  4.267  1.140  -1.355
Na  2.786  -2.223  -3.972


(3)
Formula: C24H44AuO3P2S
Source: the Open Molecules 2025 dataset
Level of theory: the ωB97M-V functional and the def2-TZVPD basis

Summary:
Relative energy (zero: lowest compared OMol25 entry of this formula, charge and spin)   0.067 eV
⟨S²⟩   2.034
Frontier orbital gap (alpha / beta)   6.4 / 5.5 eV
Multiplicity   3
LUMO energy (alpha / beta)   -2.338 / -4.901 eV
Charge   +1

Geometry (Å):
Au  1.290  -2.892  -0.981
C  -1.124  -1.906  1.837
C  -0.757  -3.013  1.098
C  1.169  -2.003  1.984
C  0.053  -1.335  2.442
C  0.733  -3.152  1.124
C  -2.493  -1.376  2.049
H  -3.216  -1.885  1.401
H  -2.536  -0.295  1.841
H  -2.819  -1.516  3.091
C  0.051  -0.244  3.441
H  -0.968  0.114  3.626
H  0.667  0.600  3.105
H  0.469  -0.576  4.405
C  2.548  -1.645  2.371
H  2.731  -1.830  3.443
H  2.715  -0.565  2.215
H  3.298  -2.194  1.792
C  1.316  -4.500  1.443
H  0.807  -4.958  2.301
H  2.379  -4.422  1.694
H  1.226  -5.179  0.590
C  -1.697  -3.913  0.401
H  -2.355  -4.440  1.111
H  -1.165  -4.660  -0.195
H  -2.349  -3.342  -0.277
C  -2.367  3.296  1.391
C  -3.287  2.374  1.066
C  -3.736  1.986  -0.316
C  -2.687  2.041  -1.442
C  -1.459  1.298  -0.995
C  -0.328  1.914  -0.364
C  -0.247  3.219  0.018
C  -1.437  4.021  0.442
H  -4.598  2.596  -0.618
H  -2.468  3.072  -1.761
H  -4.120  0.957  -0.266
H  -2.002  4.377  -0.434
H  -2.313  3.642  2.427
H  -3.866  1.902  1.867
H  -1.064  4.926  0.950
H  0.769  2.617  1.712
H  0.532  1.266  -0.173
H  0.680  3.790  -0.105
H  -3.111  1.529  -2.331
H  -1.732  0.314  -0.568
P  -0.232  0.132  -2.449
C  -0.094  1.706  -3.452
C  -1.416  -0.660  -3.600
P  1.903  -2.092  -2.887
C  1.558  -0.307  -2.762
C  0.981  -2.846  -4.257
C  3.660  -2.145  -3.335
H  0.707  2.338  -3.050
H  -1.032  2.274  -3.431
H  0.144  1.461  -4.494
H  -1.138  -0.405  -4.632
H  -2.420  -0.265  -3.392
H  -1.438  -1.745  -3.466
H  3.791  -1.854  -4.386
H  4.033  -3.164  -3.187
H  4.218  -1.452  -2.693
H  2.114  0.068  -1.881
H  1.946  0.226  -3.648
H  1.483  -3.797  -4.482
H  0.980  -2.209  -5.151
H  -0.045  -3.063  -3.942
C  2.302  3.617  4.247
S  2.583  3.447  2.491
O  2.077  4.607  1.788
O  3.900  2.927  2.272
O  1.560  2.212  2.145
H  2.855  4.498  4.591
H  2.659  2.715  4.759
H  1.233  3.767  4.427


(4)
Formula: C3H3IN2S
Source: the Open Molecules 2025 dataset
Level of theory: the ωB97M-V functional and the def2-TZVPD basis

Summary:
Relative energy (zero: lowest compared OMol25 entry of this formula, charge and spin)   4.974 eV
Frontier orbital gap   8.2 eV
Multiplicity   1
LUMO energy   -0.121 eV

Geometry (Å):
C  -0.549  -0.265  -0.052
C  1.811  0.369  -0.083
C  -1.778  0.575  -0.014
N  -0.091  -1.365  0.003
N  0.962  -2.027  0.007
S  2.358  -1.152  -0.024
I  3.351  1.797  0.007
H  -1.599  1.244  -0.866
H  -2.639  -0.157  -0.086
H  -1.827  0.980  1.107


(5)
Formula: C4H9Cl2N
Source: the Open Molecules 2025 dataset
Level of theory: the ωB97M-V functional and the def2-TZVPD basis

Summary:
Relative energy (zero: lowest compared OMol25 entry of this formula, charge and spin)   1.051 eV
Frontier orbital gap   9.9 eV
SMILES   NC(Cl)Cl.C=CC
Multiplicity   1
LUMO energy   0.760 eV

Geometry (Å):
C  -1.295  -0.650  -0.683
C  -1.453  0.301  0.461
C  -0.715  0.270  1.574
C  2.264  2.696  -0.132
N  3.160  1.811  -0.655
Cl  2.665  4.397  -0.594
Cl  0.539  2.453  -0.851
H  -2.043  -0.351  -1.441
H  -0.302  -0.477  -1.138
H  -1.370  -1.664  -0.306
H  -2.063  1.143  0.157
H  2.292  2.696  0.892
H  -0.719  1.130  2.113
H  -0.214  -0.559  1.828
H  3.902  1.498  -0.052
H  3.445  1.875  -1.601


(6)
Formula: H19O9
Source: the Open Molecules 2025 dataset
Level of theory: the ωB97M-V functional and the def2-TZVPD basis

Summary:
Relative energy (zero: lowest compared OMol25 entry of this formula, charge and spin)   1.463 eV
⟨S²⟩   0.756
Frontier orbital gap (alpha / beta)   12.1 / 2.0 eV
Multiplicity   2
LUMO energy (alpha / beta)   -6.565 / -15.262 eV
Charge   +2

Geometry (Å):
O  1.240  -0.810  0.152
H  -1.424  0.318  -0.621
H  -4.291  0.191  -0.211
O  -1.585  1.510  1.621
H  -2.028  1.033  2.333
O  4.011  -2.120  0.249
H  -0.088  -2.801  2.896
H  3.787  -2.685  -0.511
O  0.423  -2.288  2.270
H  3.994  -2.561  1.118
H  -0.876  1.973  2.076
O  -0.599  0.998  -0.886
H  -0.899  -1.423  -1.439
H  -0.143  1.603  -0.188
O  -1.543  -1.308  -0.732
H  -1.070  -1.671  0.035
H  0.001  0.283  -1.092
O  1.104  0.608  -2.996
H  0.824  -0.381  0.909
H  0.935  -0.309  -2.757
O  0.677  2.918  -0.036
H  -0.007  -1.441  2.156
H  1.431  0.533  -3.882
O  -3.635  0.847  -0.518
H  0.132  3.712  0.014
H  1.245  2.958  -0.815
H  2.000  -1.167  0.630
H  -3.613  1.477  0.228


Number 1: E -365.14449 Ha. Number 2: E -1171.08465 Ha. Number 3: E -2382.80765 Ha. Number 4: E -921.30755 Ha. Number 5: E -1132.88721 Ha. Number 6: E -687.71985 Ha.